1.
Here is 2 unconnected molecules or ions with the total composition C9H11N3 in a non-equilibrium geometry from the OMol25 dataset. Energies are from ωB97M-V with the def2-TZVPD basis set.

energy above the lowest of the compared OMol25 structures with the same formula, charge and spin	161.1	kcal per mole
HOMO energy (spin up / spin down)	-8.334 / -8.468	eV
net charge	0

Atoms and positions in Å:
N: -1.74 1.15 -0.51
N: -0.58 -3.37 -0.03
N: -1.75 -0.13 -0.26
C: -2.76 -0.54 0.60
C: -0.68 -2.28 -0.40
C: -2.76 1.60 0.26
C: -3.38 0.67 0.97
C: 2.25 1.26 -1.01
C: 1.31 -0.47 0.68
C: 2.63 -0.95 0.30
C: 2.35 0.50 0.20
C: -0.73 -0.92 -0.81
H: 1.68 0.78 -1.75
H: 3.40 -1.25 0.99
H: -4.29 0.51 1.58
H: 3.23 1.33 -1.52
H: -0.29 -0.75 -1.73
H: 1.94 2.27 -0.87
H: 2.72 -1.30 -0.69
H: 2.46 1.12 1.15
H: -3.07 -1.45 0.90
H: 0.96 -0.47 1.71
H: -2.91 2.69 0.24

---

2.
Here is a molecular structure, C40H50Br2N5OReSbSi3 from the OMol25 dataset. Energies are from ωB97M-V with the def2-TZVPD basis set.

spin multiplicity	2
energy above the lowest of the compared OMol25 structures with the same formula, charge and spin	100.7	kcal per mole
HOMO energy (spin up / spin down)	-13.079 / -13.084	eV
net charge	+2

Atoms and positions in Å:
Re: -0.02 -0.71 0.62
Sb: 1.40 0.39 -1.44
Br: 3.44 -2.66 3.74
Br: 0.62 -7.45 2.85
Si: 3.42 2.80 -0.50
Si: -2.19 3.32 0.45
Si: 4.56 -0.23 -0.38
O: 1.24 -1.58 1.78
N: -1.63 0.21 -0.02
N: -2.64 -0.30 -1.05
N: -3.58 -0.34 1.84
N: -0.75 -2.78 0.72
N: 1.15 0.85 1.53
C: -4.67 -1.54 -1.54
C: -2.66 -2.07 -2.94
C: -3.99 3.51 0.92
C: 3.84 3.00 -2.31
C: 1.87 3.78 -0.11
C: -4.28 0.95 -3.33
C: -1.28 -5.51 1.14
C: 3.33 1.23 2.39
C: 3.05 0.93 -0.08
C: -6.35 -2.00 0.10
C: 5.08 -0.07 -2.19
C: -2.29 -0.72 -3.58
C: -0.12 -4.94 1.69
C: 2.06 -3.56 2.85
C: -1.96 -1.03 -2.16
C: -3.89 -0.93 -0.55
C: 4.13 -2.01 0.03
C: -1.14 3.48 1.98
C: 4.77 3.56 0.55
C: 6.10 0.21 0.60
C: -2.14 -4.71 0.42
C: -1.84 -3.36 0.24
C: 0.68 1.02 2.79
C: -4.32 -0.84 0.78
C: 1.19 -2.89 2.03
C: 0.83 -5.62 2.51
C: -5.58 -1.40 1.06
C: -2.93 1.13 -1.29
C: 2.48 0.97 1.30
C: -1.72 4.49 -0.92
C: -3.88 1.63 -2.25
C: 1.88 -4.95 3.07
C: -5.90 -2.08 -1.21
C: 2.84 1.35 3.67
C: 0.10 -3.57 1.45
C: 1.47 1.26 3.88
C: 1.93 -1.49 -2.36
C: -2.12 1.55 -0.31
C: -4.13 -1.68 -2.93
C: -3.77 -0.38 -3.74
H: -1.13 4.53 2.28
H: -4.14 -0.25 2.68
H: -5.02 1.42 -3.97
H: -2.59 4.74 -1.53
H: -4.05 -0.57 -4.78
H: -4.20 4.56 1.14
H: 4.93 4.57 0.16
H: -4.26 2.62 -2.06
H: 3.92 4.07 -2.50
H: 5.25 -1.06 -2.61
H: 1.14 -1.71 -3.08
H: -4.77 -2.34 -3.51
H: 1.99 4.79 -0.50
H: 3.06 2.62 -2.97
H: 6.02 0.47 -2.26
H: 0.96 3.37 -0.54
H: 4.34 -2.66 -0.81
H: 2.00 -2.30 -1.64
H: -0.92 -1.20 -1.92
H: 2.86 -1.41 -2.90
H: -4.22 2.95 1.82
H: 6.51 1.18 0.34
H: -4.67 3.19 0.14
H: -6.49 -2.55 -1.97
H: -2.25 -3.05 -3.09
H: 4.78 2.54 -2.59
H: 3.52 1.53 4.49
H: 4.38 0.44 -2.85
H: -5.94 -1.34 2.08
H: -0.11 3.18 1.82
H: -1.49 -6.56 1.30
H: 5.73 3.05 0.52
H: -1.55 2.91 2.81
H: 4.47 3.67 1.59
H: -0.97 4.07 -1.59
H: 3.08 -2.14 0.31
H: 1.03 1.38 4.86
H: 6.01 0.14 1.68
H: 1.73 3.88 0.97
H: -3.05 -5.11 0.00
H: 4.72 -2.36 0.87
H: 2.59 -5.47 3.70
H: -3.05 0.50 1.66
H: -1.51 -0.48 -4.28
H: -1.32 5.42 -0.52
H: 6.85 -0.53 0.31
H: -2.52 -2.75 -0.32
H: 4.38 1.34 2.20
H: -7.31 -2.41 0.37
H: -0.40 0.94 2.90

---

3.
Here is a gas-phase ion, C2HCl4N2S2 (charge +1) in a non-equilibrium geometry from the OMol25 dataset. Energies are from ωB97M-V with the def2-TZVPD basis set.

energy above the lowest of the compared OMol25 structures with the same formula, charge and spin	5.4	kcal per mole
HOMO energy	-14.810	eV
net charge	+1

Atoms and positions in Å:
Cl: 2.61 0.73 -0.63
Cl: -3.50 -0.05 -0.42
Cl: 1.87 -2.11 -0.61
Cl: 0.45 -0.32 -2.43
S: -1.10 1.36 1.84
S: -2.14 -0.43 1.15
N: 0.26 0.88 0.84
N: -0.90 -1.00 0.42
C: 1.28 -0.46 -0.83
C: 0.19 -0.17 0.19
H: 0.96 1.57 0.47